{
  "formula": "C29H29N2O3PRuS2",
  "method": "ωB97M-V/def2-TZVPD",
  "energy_ev": -73193.265,
  "total_charge": 2,
  "multiplicity": 5,
  "symbols": ["Ru", "O", "S", "O", "O", "C", "C", "C", "C", "C", "C", "P", "C", "C", "C", "C", "C", "C", "C", "C", "C", "C", "C", "C", "H", "H", "H", "H", "H", "H", "H", "H", "H", "H", "H", "H", "H", "H", "S", "C", "N", "C", "C", "C", "N", "H", "H", "H", "H", "H", "H", "H", "H", "C", "C", "C", "C", "C", "C", "C", "H", "H", "H", "H", "H", "H", "H"],
  "xyz": [[1.10062, -0.25266, 0.11430], [-1.85918, -0.01452, 1.12195], [-1.03889, 0.12586, 2.43351], [-1.68389, -0.44051, 3.55846], [0.28898, -0.42464, 2.08646], [-0.83794, 1.86625, 2.62496], [-1.25173, 2.39220, 3.83543], [-1.10088, 3.75214, 4.07775], [-0.53720, 4.56411, 3.11063], [-0.12438, 4.02554, 1.89502], [-0.27242, 2.67064, 1.62386], [0.24035, 2.04673, -0.00962], [1.59913, 3.12728, -0.52238], [1.46863, 4.01901, -1.58418], [2.55153, 4.80570, -1.95977], [3.75996, 4.70082, -1.28516], [3.89398, 3.80854, -0.22586], [2.81810, 3.02208, 0.15604], [-1.12604, 2.32111, -1.14870], [-1.16144, 1.55961, -2.31631], [-2.14213, 1.79100, -3.26804], [-3.09206, 2.78173, -3.05180], [-3.06878, 3.52914, -1.88226], [-2.08961, 3.30105, -0.92734], [-1.67987, 1.74135, 4.58553], [-1.41827, 4.16468, 5.02527], [-0.41127, 5.62251, 3.29407], [0.32024, 4.67708, 1.15318], [0.52765, 4.10898, -2.11230], [2.44470, 5.50822, -2.77578], [4.59730, 5.32139, -1.57566], [4.83157, 3.73519, 0.30907], [2.92544, 2.34153, 0.99504], [-0.41742, 0.78684, -2.49022], [-2.16840, 1.20136, -4.17460], [-3.85603, 2.96620, -3.79538], [-3.81719, 4.29056, -1.70909], [-2.08527, 3.88584, -0.01611], [2.96515, -1.27634, -0.86325], [3.21444, -0.46745, -2.40089], [3.20856, 0.84965, -2.50583], [3.51744, 1.54520, -3.76506], [4.45078, 0.68279, -4.59648], [3.85203, -0.70105, -4.76705], [3.46214, -1.22604, -3.45006], [3.13981, 1.39420, -1.65661], [3.97293, 2.49762, -3.50473], [2.58636, 1.74909, -4.29829], [5.42236, 0.61018, -4.10464], [4.60553, 1.13737, -5.57301], [4.57078, -1.39438, -5.19814], [2.97365, -0.67577, -5.41406], [3.43082, -2.22457, -3.30815], [-3.24806, -0.63069, 1.14630], [-4.26358, 0.44308, 0.99511], [-4.67296, 0.84454, -0.27109], [-5.62797, 1.84044, -0.40835], [-6.16568, 2.44503, 0.71881], [-5.75563, 2.05088, 1.98711], [-4.81114, 1.04742, 2.12482], [-3.32927, -1.16279, 2.08925], [-3.21425, -1.32843, 0.31578], [-4.25905, 0.36324, -1.15076], [-5.96552, 2.13408, -1.39358], [-6.92068, 3.21255, 0.61178], [-6.19135, 2.50885, 2.86471], [-4.51008, 0.71442, 3.11229]],
  "nbo_charge": [1.042, -0.762, 2.423, -0.862, -0.988, -0.348, -0.149, -0.163, -0.176, -0.119, -0.362, 0.908, -0.412, -0.201, -0.196, -0.179, -0.217, -0.174, -0.412, -0.198, -0.201, -0.174, -0.191, -0.131, 0.264, 0.251, 0.246, 0.227, 0.239, 0.242, 0.244, 0.244, 0.219, 0.204, 0.236, 0.240, 0.238, 0.220, -0.193, 0.377, -0.569, -0.224, -0.433, -0.225, -0.540, 0.441, 0.239, 0.213, 0.230, 0.258, 0.245, 0.217, 0.440, -0.087, -0.034, -0.214, -0.206, -0.183, -0.187, -0.221, 0.235, 0.221, 0.215, 0.226, 0.233, 0.232, 0.222]
}